Record 1
{"formula": "C9H14", "method": "the ωB97M-V functional and the def2-TZVPD basis", "species": ["C", "C", "H", "H", "H", "H", "H", "H", "C", "C", "C", "C", "C", "C", "C", "H", "H", "H", "H", "H", "H", "H", "H"], "coordinates": [[2.75243, -0.92984, -2.08579], [1.73988, -1.94637, -2.55634], [3.69026, -0.87160, -2.64613], [2.41437, 0.07471, -2.40075], [2.89735, -0.88813, -1.01613], [0.69129, -1.68039, -2.42551], [1.85556, -2.20023, -3.62025], [1.85777, -2.94576, -2.15095], [-0.38475, 2.28250, 2.63951], [-2.03548, 0.41173, 2.04358], [-1.00195, 1.31972, 1.67260], [-2.48055, -0.58340, 1.21555], [-1.99636, -0.63976, -0.11438], [-0.43891, 1.12188, 0.43929], [-1.01455, 0.21837, -0.48613], [-2.26729, 0.47284, 3.10362], [-3.17274, -1.31366, 1.60691], [0.58662, 2.67945, 2.35079], [-0.16842, 1.76248, 3.57657], [-2.51085, -1.33465, -0.76678], [0.47562, 1.63780, 0.17356], [-0.50035, 0.19452, -1.43914], [-0.98895, 3.15781, 2.88628]], "forces_ev_per_a": [[-0.3215, 1.7157, -0.9811], [0.0440, -1.1659, -1.0367], [0.2273, -1.0498, 0.3967], [-0.4389, -0.1612, 0.4944], [0.2007, -0.1678, 0.2020], [0.1314, 0.2550, 0.2292], [-0.0131, 0.6118, -0.0086], [0.1511, -0.0432, 0.7125], [0.1928, 0.0226, 0.8954], [1.2788, 0.9612, 0.9148], [-0.0720, -0.8367, -0.2006], [0.2533, 0.3824, -0.4238], [-1.5435, -0.4235, 0.9793], [-0.4303, -0.2259, -0.7067], [1.7384, 0.7740, 0.0819], [-0.6252, -0.2450, -0.1440], [-0.1744, -0.0524, -0.1959], [-0.0197, -0.1255, -0.5519], [-0.2335, 0.0510, 0.1324], [0.4810, -0.0526, -0.2854], [-0.1410, 0.2149, -0.1631], [-0.4152, -0.2674, -0.2393], [-0.2705, -0.1716, -0.1016]], "mulliken_charge": [-0.827, -0.762, 0.349, 0.230, 0.274, 0.185, 0.287, 0.288, -1.347, -0.405, 0.805, -0.437, -0.381, -0.466, -0.463, 0.318, 0.377, 0.351, 0.314, 0.375, 0.293, 0.343, 0.300], "spin_multiplicity": 1, "e_tot_ev": -9559.520, "orbital_gap_ev": 10.108, "e_above_lowest_ev": 0.6612, "smiles": "Cc1ccccc1.CC"}

Record 2
{"formula": "C14H20N2O4", "method": "the ωB97M-V functional and the def2-TZVPD basis", "species": ["C", "C", "C", "C", "C", "C", "C", "C", "C", "C", "C", "C", "C", "C", "H", "H", "H", "H", "H", "H", "H", "H", "H", "H", "H", "H", "H", "H", "H", "H", "H", "H", "H", "H", "N", "N", "O", "O", "O", "O"], "coordinates": [[-0.65909, -0.15789, -0.04382], [0.72637, -0.23385, 0.20261], [-1.63110, -0.69000, 1.14704], [-3.02006, -0.32784, 0.80424], [-3.79331, 0.69443, 1.42124], [-3.54939, -1.31883, -0.02869], [-5.00824, 1.00013, 0.67993], [-4.80091, -1.07196, -0.57476], [-5.61006, 0.05635, -0.25494], [3.09130, -0.25371, -0.55717], [3.63087, -1.31616, 0.45608], [3.70478, 1.00329, -0.01303], [5.25369, 1.07602, -0.20054], [3.01425, 2.32886, -0.36840], [-1.39068, -1.97867, -1.22199], [-1.44612, -0.23825, -2.09349], [-0.64330, 0.94385, -0.36694], [-1.49618, -1.78283, 1.25952], [-1.35245, -0.09484, 2.09388], [-3.50649, 1.28605, 2.33011], [-2.94531, -2.31571, -0.14633], [-5.45762, 1.93129, 1.06156], [-5.48555, -1.94566, -0.86427], [-7.40981, 0.88345, -0.13801], [1.23493, -0.64489, -1.73597], [3.36981, -0.53796, -1.65495], [3.55528, 0.98450, 1.13522], [5.79366, 0.01761, -0.11151], [5.69682, 1.43172, -1.33196], [5.52315, 1.91140, 0.72987], [3.51629, 2.66557, -1.50275], [3.03400, 3.26549, 0.20224], [1.83746, 2.24635, -0.54232], [3.53429, -3.42780, 0.47717], [-0.81354, -0.92253, -1.41813], [1.60477, -0.22529, -0.84209], [1.09851, -0.42249, 1.29518], [-6.92007, 0.03029, -0.51134], [4.40486, -1.19536, 1.33543], [3.31424, -2.65414, -0.10794]], "forces_ev_per_a": [[-3.1615, -0.0779, -3.1174], [1.9113, -1.9421, -1.9338], [2.2334, 2.9089, 0.7061], [0.1072, -1.3188, 1.4238], [-0.9202, -0.2524, -3.2649], [-0.5748, 0.2628, -0.5381], [0.6131, -0.7058, 1.2601], [-3.2518, -1.8753, 0.2864], [3.5870, 0.7950, 2.8279], [-1.4625, -1.0034, -1.9935], [-0.6923, -3.7926, -2.7356], [0.0965, 2.1893, 2.3522], [1.9252, 0.9304, -0.1885], [-1.2832, 0.9914, -5.0165], [2.0637, 4.5354, -0.9918], [1.5901, -2.8912, 2.3273], [-1.4590, -1.0682, 0.7843], [0.2450, 0.7135, 0.0866], [0.0899, -1.3246, -1.2981], [0.0091, -0.5481, -1.3305], [-1.6556, 2.0975, -0.0010], [-0.6443, -0.6805, -0.5092], [1.4112, 1.1571, -0.3685], [1.8413, -2.7027, -1.1381], [0.6733, 0.7895, 1.5494], [0.6980, 0.4462, 2.1926], [0.3094, -0.4801, -1.7260], [-1.1896, 2.5446, 0.4541], [-1.7029, -0.4309, 3.1692], [0.1329, -2.5878, -3.0351], [-1.7226, -0.7406, 2.9658], [0.9480, -0.7470, 0.5717], [2.5498, -0.2943, 0.1487], [0.0158, 1.5534, -0.3643], [-4.0740, -0.4915, -0.0427], [1.0008, -0.2308, -0.7586], [2.3650, 0.0321, 5.1175], [-2.3037, 2.7167, 0.2144], [-0.3535, 0.1315, 0.6697], [0.0343, 1.3914, 1.2445]], "mulliken_charge": [0.595, -0.307, -0.755, 1.020, -0.645, -0.395, -0.636, -0.936, 0.811, -0.298, 0.442, 0.529, -1.001, -1.087, 0.304, 0.288, 0.184, 0.364, 0.241, 0.337, 0.370, 0.230, 0.203, 0.346, 0.418, 0.299, 0.242, 0.284, 0.279, 0.250, 0.209, 0.361, 0.110, 0.334, -0.665, -0.159, -0.648, -0.531, -0.476, -0.514], "spin_multiplicity": 1, "e_tot_ev": -26006.873, "orbital_gap_ev": 8.899, "e_above_lowest_ev": 7.7878, "smiles": "CC(C)[C@H](NC(=O)[C@@H](N)Cc1ccc(O)cc1)C(=O)O"}

Record 3
{"formula": "C2H2Cl2Si", "method": "the ωB97M-V functional and the def2-TZVPD basis", "species": ["C", "C", "Si", "Cl", "Cl", "H", "H"], "coordinates": [[1.12058, -0.11594, 0.68351], [1.01460, -0.02098, -0.74175], [-0.45767, -0.76614, 0.14901], [-2.25528, -1.37479, -0.07016], [-2.80392, 1.85207, 0.08558], [1.81127, 0.11357, 1.40305], [1.57043, 0.31222, -1.50923]], "forces_ev_per_a": [[-2.3745, -1.0763, -4.0211], [-4.1153, -2.8436, 6.1677], [2.6920, 3.7988, -1.5843], [-0.8274, -1.1143, 0.1085], [0.8954, -0.7176, 0.0818], [1.6734, 0.6828, 1.6141], [2.0563, 1.2702, -2.3668]], "mulliken_charge": [-0.388, -0.347, 0.571, 0.012, -0.793, 0.449, 0.496], "spin_multiplicity": 1, "e_tot_ev": -35025.020, "orbital_gap_ev": 5.716, "e_above_lowest_ev": 4.7773}

Number 3 is which compound?
C2H2Cl2Si

Number 1 is which compound?
C9H14

Please write out number 1 again, unchanged.
{"formula": "C9H14", "method": "the ωB97M-V functional and the def2-TZVPD basis", "species": ["C", "C", "H", "H", "H", "H", "H", "H", "C", "C", "C", "C", "C", "C", "C", "H", "H", "H", "H", "H", "H", "H", "H"], "coordinates": [[2.75243, -0.92984, -2.08579], [1.73988, -1.94637, -2.55634], [3.69026, -0.87160, -2.64613], [2.41437, 0.07471, -2.40075], [2.89735, -0.88813, -1.01613], [0.69129, -1.68039, -2.42551], [1.85556, -2.20023, -3.62025], [1.85777, -2.94576, -2.15095], [-0.38475, 2.28250, 2.63951], [-2.03548, 0.41173, 2.04358], [-1.00195, 1.31972, 1.67260], [-2.48055, -0.58340, 1.21555], [-1.99636, -0.63976, -0.11438], [-0.43891, 1.12188, 0.43929], [-1.01455, 0.21837, -0.48613], [-2.26729, 0.47284, 3.10362], [-3.17274, -1.31366, 1.60691], [0.58662, 2.67945, 2.35079], [-0.16842, 1.76248, 3.57657], [-2.51085, -1.33465, -0.76678], [0.47562, 1.63780, 0.17356], [-0.50035, 0.19452, -1.43914], [-0.98895, 3.15781, 2.88628]], "forces_ev_per_a": [[-0.3215, 1.7157, -0.9811], [0.0440, -1.1659, -1.0367], [0.2273, -1.0498, 0.3967], [-0.4389, -0.1612, 0.4944], [0.2007, -0.1678, 0.2020], [0.1314, 0.2550, 0.2292], [-0.0131, 0.6118, -0.0086], [0.1511, -0.0432, 0.7125], [0.1928, 0.0226, 0.8954], [1.2788, 0.9612, 0.9148], [-0.0720, -0.8367, -0.2006], [0.2533, 0.3824, -0.4238], [-1.5435, -0.4235, 0.9793], [-0.4303, -0.2259, -0.7067], [1.7384, 0.7740, 0.0819], [-0.6252, -0.2450, -0.1440], [-0.1744, -0.0524, -0.1959], [-0.0197, -0.1255, -0.5519], [-0.2335, 0.0510, 0.1324], [0.4810, -0.0526, -0.2854], [-0.1410, 0.2149, -0.1631], [-0.4152, -0.2674, -0.2393], [-0.2705, -0.1716, -0.1016]], "mulliken_charge": [-0.827, -0.762, 0.349, 0.230, 0.274, 0.185, 0.287, 0.288, -1.347, -0.405, 0.805, -0.437, -0.381, -0.466, -0.463, 0.318, 0.377, 0.351, 0.314, 0.375, 0.293, 0.343, 0.300], "spin_multiplicity": 1, "e_tot_ev": -9559.520, "orbital_gap_ev": 10.108, "e_above_lowest_ev": 0.6612, "smiles": "Cc1ccccc1.CC"}